Record 1
This record from the OMol25 dataset describes C35H30AsBrCoN3O3 as an isolated structure. The level of theory is ωB97M-V with the def2-TZVPD basis set.

The geometry in XYZ format:
```
74
Properties=species:S:1:pos:R:3:mulliken_charge:R:1
Co -1.52961 -0.01316 1.35236 0.414
C -2.33253 -0.26067 4.33399 -0.964
O -1.29147 -0.16062 3.33689 -0.429
C 0.01904 -0.07576 3.80820 1.105
C 0.37067 -0.04279 5.13727 -0.340
C 1.73286 -0.01504 5.43402 -0.490
Br 2.25081 -0.00192 7.23324 -0.133
C 2.69702 0.00444 4.44562 -1.073
C 2.33478 0.01954 3.09598 0.377
C 0.98127 -0.03724 2.81352 0.039
O 0.45722 -0.10381 1.49264 -0.606
C 3.40829 0.03763 2.08773 0.206
N 4.61591 -0.32557 2.37984 -0.679
C 5.34383 -0.16757 1.20851 0.358
C 6.69654 -0.41159 0.96662 -0.828
C 7.17407 -0.14731 -0.29683 -0.559
C 6.33224 0.34935 -1.30975 -0.570
C 4.99336 0.59039 -1.08591 -0.680
C 4.51989 0.31719 0.19578 0.699
N 3.25146 0.41305 0.76068 0.134
H -2.13412 -1.11711 4.97447 0.434
H -3.26143 -0.41668 3.79926 0.233
H -2.37413 0.65718 4.91825 0.391
H -0.35777 -0.05721 5.93346 0.577
H 3.74970 0.02400 4.68916 0.641
H 0.92988 -0.78170 0.97861 0.232
H 7.33759 -0.78617 1.75288 0.466
H 8.21822 -0.31787 -0.52079 0.401
H 6.75035 0.54414 -2.28885 0.428
H 4.35034 0.96858 -1.86573 0.405
H 2.50698 0.97288 0.38140 0.122
N -5.32085 -0.95007 1.35928 -0.290
C -4.17156 -0.33049 1.24118 0.799
O -3.08122 -0.97707 1.40356 -0.652
C -4.03869 1.11889 0.91845 -0.776
C -2.63096 1.51357 1.35375 -0.171
H -5.35114 -1.93958 1.56041 0.271
H -6.19167 -0.45716 1.24050 0.261
H -4.81724 1.72356 1.38987 0.612
H -4.17124 1.21711 -0.16194 0.094
H -2.58351 1.77068 2.41370 0.523
H -2.20495 2.32221 0.76116 0.344
C -5.30406 0.21643 -3.35968 -0.591
C -4.99484 -0.95934 -2.68503 -0.860
C -3.80401 -1.06096 -1.98162 -0.137
C -2.92306 0.01847 -1.96078 0.339
C -3.22131 1.19106 -2.64495 0.014
C -4.41963 1.28532 -3.34295 -0.700
As -1.28901 -0.14515 -0.96293 1.630
C -0.32842 -1.57492 -1.79072 0.096
C -0.55902 -2.93785 -1.70095 -0.827
C 0.19433 -3.78661 -2.50082 -0.830
C 1.14792 -3.26173 -3.36436 -0.820
C 1.37412 -1.89368 -3.43806 -0.785
C 0.63990 -1.02715 -2.63956 0.684
C 0.78865 0.44836 -2.59027 0.321
C 1.69776 1.20258 -3.32036 -0.507
C 1.76565 2.57685 -3.13021 -0.841
C 0.94368 3.21664 -2.21001 -0.886
C 0.01527 2.48074 -1.48498 -0.414
C -0.06071 1.11193 -1.69894 -0.005
H -6.22996 0.29193 -3.91413 0.440
H -5.67404 -1.80110 -2.72335 0.461
H -3.55713 -1.98895 -1.47650 0.411
H -2.52901 2.02365 -2.64978 0.424
H -4.65422 2.19221 -3.88414 0.457
H -1.30494 -3.34349 -1.02924 0.515
H 0.03759 -4.85542 -2.45094 0.451
H 1.72825 -3.92920 -3.98715 0.443
H 2.12463 -1.51137 -4.11758 0.448
H 2.36086 0.72746 -4.03194 0.466
H 2.48030 3.15697 -3.69937 0.453
H 1.01849 4.28618 -2.06777 0.485
H -0.64226 2.97990 -0.78334 0.333
```

Computed properties:
ΔE to the lowest compared entry with this formula, charge and spin in kJ/mol: 12.0
Kohn-Sham gap (alpha / beta) in eV: 6.19 / 6.18
Total charge: +2
E_LUMO (alpha / beta) in hartree: -0.23954 / -0.23964
Strongest force on any atom in eV/Å: 1.58
E in Eh: -7933.7663
HOMO level (alpha / beta) in eV: -12.704 / -12.704

***

Record 2
This record from the OMol25 dataset describes C35H30BBr3KN5O10 as an isolated structure. The level of theory is ωB97M-V with the def2-TZVPD basis set.

The geometry in XYZ format:
```
85
Properties=species:S:1:pos:R:3:mulliken_charge:R:1
K 0.94493 -0.02527 -0.08957 0.801
O 2.97985 -0.70368 -2.86873 -0.225
C 3.28401 0.53873 -3.08960 -0.186
O 3.05839 1.04939 -4.16659 -0.650
C 3.96581 1.31665 -2.02942 0.884
C 5.36884 1.44786 -1.97520 -1.187
C 5.76239 2.17540 -0.81756 -0.141
C 4.90297 2.67463 0.06343 -1.379
C 3.43081 2.61489 -0.17097 1.059
N 3.05003 1.83863 -1.22314 0.130
C 2.54999 3.36937 0.49478 -0.217
O 2.96337 4.09591 1.56442 -0.699
O 1.20128 3.40215 0.28036 -0.400
H 2.31183 -0.80171 -3.53920 0.236
H 6.05501 0.91169 -2.60102 0.416
H 6.83377 2.41372 -0.67211 0.309
H 5.23872 3.33804 0.86962 0.315
H 3.13105 3.47023 2.25312 0.297
O -6.22669 -3.77050 0.33309 -0.722
C -6.26253 -2.58618 -0.07000 0.359
O -7.21843 -1.87814 -0.48217 -0.764
C -4.88691 -1.84790 -0.02267 -0.067
C -4.72286 -0.66214 -0.61580 -0.839
C -3.48787 -0.05856 -0.61050 -0.494
N -2.43955 -0.58018 0.01829 0.585
C -2.56291 -1.78706 0.62648 0.637
C -3.77378 -2.43195 0.56110 -0.153
C -1.28912 -2.33110 1.28408 -0.381
O -1.14504 -3.56422 1.40189 -0.763
O -0.47296 -1.39722 1.69911 -0.642
H -5.50692 -0.23319 -1.20814 0.500
H -3.40288 0.86114 -1.24616 0.482
H -3.93041 -3.44352 0.95801 0.502
Br -3.98367 -4.35009 -2.75179 -0.120
C -2.35919 -3.39994 -2.48323 -0.484
C -1.25982 -4.01458 -1.86516 -0.746
C -0.09129 -3.24731 -1.78131 -0.529
N -0.05028 -1.97282 -2.15365 -0.015
C -1.11316 -1.37809 -2.67855 1.220
C -2.30351 -2.02665 -2.79166 -0.938
C -1.07026 0.10528 -2.89637 0.982
C -2.14654 0.74962 -3.52888 -0.682
C -2.03191 2.09561 -3.80007 -0.404
Br -3.28566 3.12514 -4.79272 -0.202
C -0.90590 2.76892 -3.29400 -0.808
C 0.14008 2.02139 -2.78826 -0.084
N 0.05970 0.70456 -2.63417 0.258
H -1.28137 -5.04131 -1.51353 0.370
H 0.80518 -3.67689 -1.44845 0.942
H -3.19347 -1.45274 -3.05851 0.037
H -3.02209 0.17166 -3.87672 0.492
H -0.79038 3.83159 -3.50659 0.443
H 1.04033 2.57938 -2.55225 0.128
C 0.68322 3.14157 4.44409 -2.251
C 0.04544 2.25922 3.40504 1.584
C 0.04289 0.85757 3.99484 -1.283
O 0.98194 2.14834 2.27983 -0.294
B 0.44714 3.07500 1.41487 1.322
O -0.79138 3.59772 1.68290 -0.670
C -1.28011 2.76257 2.76510 1.784
C -2.21864 3.65334 3.58716 -1.866
C -2.05267 1.60538 2.24992 -1.256
H 1.72616 2.84651 4.51690 0.499
H 0.26787 3.06637 5.42336 0.356
H 0.70507 4.20706 4.13759 0.413
H 1.03975 0.72334 4.37372 0.548
H -0.14506 0.12592 3.19582 0.115
H -0.64781 0.64271 4.86848 0.189
H -1.59176 4.56892 3.90424 0.290
H -2.50678 3.08956 4.50665 0.319
H -3.11100 3.90874 2.99693 0.434
H -1.41652 0.95952 1.60185 -0.386
H -2.96198 1.99414 1.80535 0.574
H -2.20172 0.90469 3.07713 0.307
Br 5.29090 -5.36732 -1.41218 -0.228
C 3.87313 -4.52318 -0.49926 -0.056
C 2.96290 -5.24399 0.25342 -0.299
C 1.96784 -4.57588 0.92785 -0.857
C 1.87331 -3.23937 0.70758 -0.677
N 2.67052 -2.50622 -0.09631 0.055
C 3.63283 -3.13246 -0.64059 0.001
H 3.14624 -6.28411 0.24693 0.486
H 1.19860 -5.00453 1.56930 0.497
H 1.13230 -2.69577 1.26537 0.586
H 4.37635 -2.57402 -1.26730 0.302
```

Computed properties:
ΔE to the lowest compared entry with this formula, charge and spin in kJ/mol: 127.3
Kohn-Sham gap in eV: 4.55
Total charge: -2
E_LUMO in hartree: 0.12484
Strongest force on any atom in eV/Å: 4.75
E in Eh: -10725.0276
HOMO level in eV: -1.153

***

Record 3
This record from the OMol25 dataset describes C35H30Br2HgN7O3S4 as an isolated structure. The level of theory is ωB97M-V with the def2-TZVPD basis set.

The geometry in XYZ format:
```
82
Properties=species:S:1:pos:R:3:lowdin_spin:R:1
Hg 0.64923 0.20647 0.34860 0.008
O -0.06013 5.37268 0.44071 0.006
C -1.40215 5.31478 0.46202 0.008
C -2.13000 6.44980 0.09833 -0.001
C -3.51305 6.43548 0.12229 0.012
C -4.19544 5.28678 0.51068 -0.001
C -3.47405 4.15525 0.85684 0.010
C -2.08119 4.13931 0.83536 0.000
C -1.30042 2.90226 1.15234 0.055
O -0.01044 2.99031 1.16058 0.035
N -2.00494 1.82513 1.35702 -0.011
N -1.25949 0.67490 1.46039 0.244
C -1.91961 -0.37072 1.93281 0.130
C -1.31638 -1.63502 2.00423 0.117
C -1.98419 -2.76827 2.54522 0.042
C -1.34549 -3.97139 2.60796 0.055
C -0.01671 -4.07589 2.13178 0.114
C 0.57147 -2.94213 1.60880 0.011
N -0.03290 -1.75803 1.53254 0.137
H 0.22880 4.42624 0.69492 0.000
H -1.57951 7.33082 -0.20810 0.000
H -4.06251 7.32469 -0.16621 0.001
H -5.27832 5.27261 0.53527 0.000
H -3.97512 3.24161 1.15063 0.000
H -2.94351 -0.23315 2.26941 0.009
H -3.00190 -2.65053 2.90023 0.000
H -1.85300 -4.83786 3.01791 0.002
H 0.53141 -5.00729 2.16375 0.009
H 1.58228 -2.96454 1.21582 -0.002
Br -4.26319 1.94702 -5.62846 0.000
C -3.25152 1.37384 -4.12061 0.000
C -3.49671 1.92769 -2.88105 0.000
C -2.73327 1.45554 -1.81855 0.000
N -1.79400 0.52621 -1.94639 0.001
C -1.57206 0.00837 -3.15119 0.000
C -2.28714 0.40101 -4.28238 0.000
C -0.49368 -1.01599 -3.23640 0.000
C 0.34776 -1.05709 -4.33863 0.000
C 1.39239 -1.96259 -4.31132 0.000
Br 2.55269 -2.08474 -5.80344 0.000
C 1.58916 -2.76375 -3.20930 0.000
C 0.66094 -2.66194 -2.17725 0.000
N -0.36933 -1.82648 -2.18590 0.001
H -4.24101 2.69674 -2.73284 0.000
H -2.87804 1.84374 -0.81540 0.000
H -2.09990 -0.05245 -5.24511 0.000
H 0.23082 -0.36818 -5.16274 0.000
H 2.44724 -3.41316 -3.12171 0.000
H 0.77139 -3.27973 -1.29394 0.000
S 4.32244 -0.52341 -2.80202 0.001
C 3.27366 -0.54093 -1.48448 0.000
S 2.06059 0.74629 -1.49111 0.002
S 3.29044 -1.66474 -0.22069 0.000
C -0.99201 4.34784 4.06847 0.000
C 0.07623 4.12738 5.12919 0.000
C 0.90321 2.86350 4.91220 0.000
N 1.49530 2.73296 3.58371 0.001
C 2.72612 2.24957 3.34421 0.000
S 3.08916 1.19948 2.12257 0.001
N 3.75461 2.62522 4.23125 0.000
C 4.05412 3.81385 4.86030 0.000
O 4.97387 3.84633 5.66110 0.000
C 3.29076 5.05907 4.53474 0.000
C 3.14139 5.98821 5.55980 0.000
C 2.44188 7.16299 5.33812 0.000
C 1.90144 7.41864 4.08358 0.000
C 2.08293 6.51325 3.04735 0.000
C 2.78279 5.33600 3.26977 0.000
H -1.63948 5.18590 4.33319 0.000
H -1.61968 3.46375 3.92975 0.000
H -0.53325 4.57630 3.10687 0.000
H -0.38613 4.03067 6.11781 0.000
H 0.72875 4.99951 5.17324 0.000
H 0.25754 1.99015 5.06748 0.000
H 1.69999 2.80564 5.65359 0.000
H 0.84956 2.58988 2.79599 0.001
H 4.51239 1.95930 4.26895 0.000
H 3.57176 5.76481 6.52714 0.000
H 2.30820 7.87409 6.14408 0.000
H 1.33552 8.32606 3.91181 0.000
H 1.65170 6.70209 2.07288 0.000
H 2.91827 4.63679 2.45587 0.000
```

Computed properties:
ΔE to the lowest compared entry with this formula, charge and spin in kJ/mol: 45.7
Spin multiplicity: 2
Kohn-Sham gap (alpha / beta) in eV: 4.03 / 5.10
Total charge: -2
⟨S²⟩: 0.775
E_LUMO (alpha / beta) in hartree: 0.13158 / 0.13158
Strongest force on any atom in eV/Å: 0.29
E in Eh: -8855.0997
HOMO level (alpha / beta) in eV: -0.451 / -1.518